{"formula": "C34H35NO2PRuS2", "method": "wB97M-V/def2-TZVPD", "symbols": ["Ru", "O", "C", "C", "C", "C", "C", "C", "C", "P", "C", "C", "C", "C", "C", "C", "C", "C", "C", "C", "C", "C", "H", "H", "H", "H", "H", "H", "H", "H", "H", "H", "H", "H", "H", "H", "S", "C", "C", "C", "C", "C", "C", "S", "H", "H", "H", "H", "C", "C", "C", "O", "C", "H", "H", "H", "H", "H", "H", "H", "H", "C", "C", "C", "C", "C", "N", "H", "H", "H", "H", "H", "H", "H", "H", "H"], "coordinates": [[0.01, 0.04, 0.27], [-1.88, 1.38, -0.83], [-1.58, 1.23, 0.33], [-2.18, 1.88, 1.51], [-3.38, 2.57, 1.44], [-3.87, 3.18, 2.59], [-3.15, 3.09, 3.78], [-1.95, 2.39, 3.84], [-1.47, 1.77, 2.70], [0.08, 0.82, 2.57], [1.33, 1.80, 3.42], [1.49, 1.76, 4.81], [2.41, 2.60, 5.42], [3.18, 3.47, 4.66], [3.02, 3.51, 3.28], [2.10, 2.68, 2.66], [-0.18, -0.66, 3.59], [-1.46, -1.19, 3.74], [-1.64, -2.39, 4.42], [-0.55, -3.05, 4.96], [0.72, -2.53, 4.81], [0.91, -1.34, 4.12], [-3.91, 2.64, 0.50], [-4.80, 3.72, 2.56], [-3.54, 3.57, 4.67], [-1.40, 2.34, 4.77], [0.90, 1.08, 5.41], [2.53, 2.57, 6.50], [3.90, 4.12, 5.14], [3.62, 4.20, 2.69], [1.95, 2.71, 1.59], [-2.32, -0.68, 3.32], [-2.64, -2.79, 4.53], [-0.70, -3.98, 5.50], [1.57, -3.04, 5.24], [1.91, -0.94, 4.00], [-1.46, -1.83, -0.13], [-0.75, -2.63, -1.48], [-1.21, -3.92, -1.81], [-0.72, -4.59, -2.90], [0.23, -3.99, -3.75], [0.69, -2.74, -3.48], [0.22, -2.02, -2.34], [0.87, -0.48, -2.06], [-1.96, -4.38, -1.17], [-1.09, -5.59, -3.12], [0.60, -4.53, -4.61], [1.41, -2.26, -4.13], [2.94, 3.65, -1.18], [1.63, 4.17, -1.77], [0.56, 3.24, -1.19], [1.28, 2.15, -0.55], [2.64, 2.17, -1.01], [3.13, 4.10, -0.20], [3.80, 3.82, -1.82], [1.65, 4.08, -2.86], [1.45, 5.21, -1.52], [-0.10, 2.83, -1.95], [-0.05, 3.72, -0.42], [2.72, 1.63, -1.95], [3.24, 1.67, -0.25], [2.80, -4.33, -0.55], [2.41, -3.92, 0.87], [3.60, -4.06, 1.84], [1.20, -4.73, 1.36], [1.99, -2.51, 0.84], [1.57, -1.45, 0.81], [3.09, -5.38, -0.56], [3.64, -3.73, -0.92], [1.96, -4.20, -1.24], [3.89, -5.11, 1.88], [3.32, -3.74, 2.84], [4.45, -3.48, 1.51], [1.48, -5.79, 1.37], [0.35, -4.60, 0.69], [0.91, -4.43, 2.36]], "lowdin_spin": [2.21, 0.21, 0.03, 0.01, 0.00, 0.00, 0.00, 0.00, 0.00, 0.06, 0.02, 0.00, 0.00, 0.00, 0.00, 0.00, 0.01, 0.00, 0.00, 0.00, 0.00, 0.00, 0.00, 0.00, 0.00, 0.00, 0.00, 0.00, 0.00, 0.00, 0.00, 0.00, 0.00, 0.00, 0.00, 0.00, 0.30, 0.14, 0.00, 0.09, 0.02, 0.04, 0.12, 0.54, 0.00, 0.01, 0.00, 0.00, 0.00, 0.00, 0.00, 0.07, 0.01, 0.00, 0.00, 0.00, 0.00, 0.00, 0.00, 0.00, 0.00, 0.00, 0.00, 0.00, 0.00, 0.01, 0.06, 0.00, 0.00, 0.00, 0.00, 0.00, 0.00, 0.00, 0.00, 0.00], "multiplicity": 5, "largest_force_ev_per_a": 0.22, "total_charge": 1, "lumo_energy_ev": [-2.61, -4.87], "homo_lumo_gap_ev": [7.1, 5.6]}

***

{"formula": "C4H5NO2", "method": "wB97M-V/def2-TZVPD", "symbols": ["N", "C", "C", "C", "O", "C", "O", "H", "H", "H", "H", "H"], "coordinates": [[0.73, -1.58, 1.34], [0.73, -1.17, 0.10], [0.16, 2.10, -0.97], [-0.47, 1.19, -0.25], [-1.09, 0.10, -0.84], [-0.61, -1.13, -0.51], [-1.21, -2.13, -0.84], [1.60, -1.74, 1.82], [-0.11, -1.85, 1.87], [0.60, 2.97, -0.50], [0.26, 1.99, -2.05], [-0.60, 1.26, 0.83]], "lowdin_charge": [0.09, 0.01, 0.06, -0.23, 0.02, -0.55, 0.11, 0.11, 0.13, 0.06, 0.08, 0.12], "e_above_lowest_kcal_mol": 68.3, "multiplicity": 1, "largest_force_ev_per_a": 0.49, "lumo_energy_ev": 0.55, "homo_lumo_gap_ev": 9.5}